No. 1
{"formula": "C6H15NS", "method": "ωB97M-V/def2-TZVPD", "e_homo_ev": -7.19, "orbital_gap_ev": 3.607, "spin_multiplicity": 1, "relative_energy_kj_mol": 647.2, "e_lumo_ev": -3.58, "symbols": ["C", "C", "S", "C", "N", "C", "C", "C", "H", "H", "H", "H", "H", "H", "H", "H", "H", "H", "H", "H", "H", "H", "H"], "coordinates": [[-1.647, -0.140, -1.627], [-2.147, 0.933, -0.669], [-1.069, 2.330, -0.304], [-1.432, -1.571, -1.113], [-0.152, -1.942, -0.608], [0.549, -1.035, 0.250], [1.802, -0.393, -0.302], [2.478, 0.704, 0.493], [-0.676, 0.210, -1.977], [-2.291, -0.220, -2.501], [-3.078, 1.387, -1.041], [-2.334, 0.494, 0.306], [0.736, 2.134, 4.737], [-2.199, -1.847, -0.361], [-1.584, -2.275, -1.936], [0.411, 1.478, 4.751], [0.860, -1.691, 1.088], [-0.106, -0.308, 0.759], [2.509, -1.123, -0.736], [1.503, -0.077, -1.314], [3.405, 1.048, 0.044], [1.749, 1.520, 0.553], [2.712, 0.383, 1.509]], "atomic_forces_ev_per_a": [[0.59, 1.06, -0.24], [0.12, 0.07, 0.84], [0.18, -0.35, -0.33], [0.56, -1.19, -0.02], [0.17, 1.31, 0.10], [-1.24, -1.19, 1.89], [1.01, -0.45, -3.08], [-1.01, -0.06, 0.42], [0.05, -0.06, -0.34], [-0.11, -0.06, -0.05], [0.05, -0.22, 0.03], [-0.53, -0.16, 0.01], [0.15, 0.30, -0.01], [0.09, 0.22, 0.08], [-0.27, -0.02, 0.08], [-0.15, -0.30, 0.01], [0.35, -0.14, -0.21], [0.06, 0.52, -0.71], [-0.02, -0.46, 1.22], [-0.25, 1.09, 0.40], [-0.13, -0.01, -0.27], [0.37, 0.20, 0.16], [-0.03, -0.08, 0.03]]}

No. 2
{"formula": "C6H15O2", "method": "ωB97M-V/def2-TZVPD", "total_charge": -2, "e_homo_ev": [3.11, -0.06], "orbital_gap_ev": [2.625, 5.747], "spin_multiplicity": 2, "relative_energy_kj_mol": 61.9, "e_lumo_ev": [5.74, 5.69], "symbols": ["C", "O", "C", "C", "C", "C", "C", "H", "H", "H", "H", "H", "H", "H", "H", "H", "H", "H", "H", "H", "H", "H", "O"], "coordinates": [[0.509, 3.036, 0.453], [-0.014, 4.280, 0.340], [0.239, 2.119, -0.804], [-0.825, 1.012, -0.520], [-0.409, 0.028, 0.603], [-0.470, -1.466, 0.272], [-1.925, -1.783, -0.194], [0.289, 2.558, 1.432], [1.657, 3.079, 0.439], [1.157, 1.632, -1.141], [-0.171, 2.781, -1.567], [-1.770, 1.516, -0.332], [-0.904, 0.388, -1.423], [0.498, 0.411, 1.068], [-1.107, 0.259, 1.437], [-0.193, -2.067, 1.139], [0.253, -1.731, -0.502], [-2.045, -1.446, -1.221], [-2.105, -2.859, -0.252], [-2.563, -1.275, 0.525], [3.825, -3.080, 0.547], [2.958, -3.695, -0.633], [3.116, -3.699, 0.333]], "atomic_forces_ev_per_a": [[1.47, 1.15, -1.06], [-0.43, -0.14, 0.12], [-1.14, -0.75, 1.32], [1.38, -0.29, -0.76], [-0.85, 1.15, 1.07], [-0.43, 0.41, -0.38], [1.46, -0.44, 0.12], [-0.32, -0.49, -0.17], [-0.32, -0.06, 0.35], [0.04, 0.03, -0.11], [0.27, 0.11, -0.10], [-0.22, -0.17, 0.08], [-0.36, 0.33, -0.13], [0.59, -0.54, -0.40], [-0.02, -0.58, -0.19], [-0.11, 0.03, 0.08], [-0.01, 0.05, -0.05], [-0.35, 0.46, 0.12], [-0.11, -0.04, 0.39], [-0.56, -0.14, -0.29], [0.41, 0.30, -0.39], [0.40, 0.25, 0.07], [-0.80, -0.64, 0.31]]}

No. 3
{"formula": "C6H15O3Yb", "method": "ωB97M-V/def2-TZVPD", "total_charge": 2, "e_homo_ev": [-16.78, -16.78], "orbital_gap_ev": [7.489, 7.008], "spin_multiplicity": 2, "e_lumo_ev": [-9.29, -9.77], "symbols": ["H", "O", "C", "C", "O", "C", "C", "O", "C", "Yb", "H", "H", "H", "H", "H", "H", "H", "H", "H", "H", "H", "C", "H", "H", "H"], "coordinates": [[0.407, 2.891, 2.596], [-0.601, 0.417, -2.168], [-0.868, -0.944, -2.511], [-0.183, -1.874, -1.545], [-0.253, -1.311, -0.249], [0.581, -1.840, 0.783], [0.593, -0.857, 1.945], [0.548, 0.481, 1.561], [0.838, 2.452, 3.646], [-0.230, 0.897, -0.101], [-0.467, -1.112, -3.520], [-1.958, -1.091, -2.484], [0.876, -1.994, -1.819], [-0.709, -2.839, -1.529], [1.594, -1.948, 0.365], [0.153, -2.807, 1.084], [1.515, -1.051, 2.522], [-0.285, -1.077, 2.582], [0.265, 3.195, 4.211], [0.753, 1.589, 4.319], [1.921, 2.641, 3.567], [-1.044, 1.363, -3.137], [-1.413, 2.238, -2.595], [-0.193, 1.655, -3.768], [-1.840, 0.926, -3.756]], "atomic_forces_ev_per_a": [[0.55, -2.55, 1.81], [0.31, -0.39, 0.35], [-0.57, -0.91, -0.83], [0.46, -0.83, -0.58], [-0.84, 1.95, 0.21], [0.92, -0.89, 0.37], [-0.08, -1.42, 1.69], [0.44, -0.59, -0.29], [-0.29, 2.75, -0.93], [-0.56, 1.68, -0.02], [-0.33, -0.17, 0.21], [0.28, 0.10, -0.19], [-0.22, -0.18, 0.14], [0.35, 0.13, -0.23], [-0.26, -0.21, 0.04], [0.47, 0.19, 0.02], [-0.48, 0.01, -0.05], [0.48, 0.19, -0.03], [1.01, 0.42, 0.54], [-0.81, -0.73, -1.61], [-0.52, 0.49, 0.34], [-0.03, 0.75, -1.15], [-0.13, 0.06, -0.19], [-0.32, -0.11, 0.11], [0.18, 0.27, 0.30]]}

No. 4
{"formula": "C6H16", "method": "ωB97M-V/def2-TZVPD", "total_charge": -1, "e_homo_ev": [1.51, -7.54], "orbital_gap_ev": [2.563, 11.790], "spin_multiplicity": 2, "relative_energy_kj_mol": 36.3, "e_lumo_ev": [4.07, 4.25], "symbols": ["C", "C", "C", "C", "H", "H", "H", "H", "H", "H", "H", "H", "H", "H", "C", "C", "H", "H", "H", "H", "H", "H"], "coordinates": [[0.960, 1.205, -0.331], [0.631, -0.215, -0.793], [2.220, 1.238, 0.516], [1.120, 2.133, -1.539], [0.088, 1.547, 0.225], [1.410, -0.559, -1.479], [-0.283, -0.159, -1.393], [3.142, 1.326, -0.059], [2.181, 1.998, 1.301], [2.323, 0.352, 1.160], [0.148, 2.343, -1.969], [1.488, 3.106, -1.174], [1.951, 1.818, -2.169], [0.553, -0.948, 0.007], [-2.212, -1.914, 1.717], [-2.240, -1.896, 0.184], [-2.000, -2.887, 2.160], [-1.425, -1.244, 2.084], [-3.100, -1.490, 2.190], [-1.614, -1.138, -0.271], [-3.238, -1.692, -0.230], [-2.103, -2.923, -0.137]], "atomic_forces_ev_per_a": [[0.32, -0.51, -0.46], [0.35, 0.42, -0.77], [-0.13, -0.41, 1.30], [0.50, 0.80, 1.32], [0.12, 0.13, 0.34], [0.10, -0.04, 0.04], [-0.08, -0.27, 0.11], [-0.06, 0.15, -0.12], [0.14, 0.61, -0.38], [-0.09, -0.23, -0.42], [0.01, -0.27, -0.77], [-0.18, 0.00, 0.10], [-0.50, -0.35, -0.55], [-0.21, 0.13, 0.14], [0.38, 1.12, 0.41], [-1.48, -0.39, 0.20], [-0.15, -0.10, -0.17], [0.11, -0.19, -0.08], [-0.24, -0.26, -0.15], [0.34, -0.54, 0.09], [-0.08, 0.17, 0.39], [0.83, 0.04, -0.57]]}

No. 5
{"formula": "C6H16", "method": "ωB97M-V/def2-TZVPD", "e_homo_ev": -11.11, "orbital_gap_ev": 12.263, "spin_multiplicity": 1, "relative_energy_kj_mol": 43.8, "e_lumo_ev": 1.16, "smiles": "CCC.CCC", "symbols": ["C", "C", "C", "H", "H", "H", "H", "H", "H", "H", "H", "C", "C", "C", "H", "H", "H", "H", "H", "H", "H", "H"], "coordinates": [[1.090, 0.601, -2.031], [0.288, -0.683, -1.962], [-1.195, -0.377, -2.263], [1.054, 1.139, -1.086], [0.858, 1.277, -2.856], [2.175, 0.466, -2.182], [0.609, -1.384, -2.734], [0.357, -1.143, -0.993], [-1.258, 0.148, -3.207], [-1.817, -1.271, -2.241], [-1.605, 0.303, -1.515], [1.070, 0.755, 2.293], [-0.417, 0.534, 2.045], [-0.848, -0.946, 1.913], [1.375, 1.756, 1.984], [1.693, -0.035, 1.882], [1.239, 0.742, 3.377], [-1.011, 1.045, 2.811], [-0.790, 1.034, 1.153], [-0.040, -1.629, 2.173], [-1.681, -1.203, 2.554], [-1.144, -1.130, 0.883]], "atomic_forces_ev_per_a": [[1.52, 0.26, 0.17], [-1.00, 0.53, -1.18], [0.38, 0.07, 0.73], [-0.38, 0.28, 0.01], [-0.61, -0.11, 0.10], [-0.25, -0.49, 0.14], [0.25, -0.13, 0.19], [0.29, -0.31, 0.41], [-0.22, -0.13, -0.37], [0.01, -0.03, -0.26], [0.01, 0.07, 0.12], [-0.34, 0.28, 0.83], [-0.81, -0.12, -0.10], [0.30, 0.34, 0.05], [0.20, -0.19, -0.28], [0.07, 0.18, -0.37], [0.08, -0.15, -0.11], [0.24, -0.23, 0.25], [0.44, 0.15, -0.38], [0.08, -0.01, -0.05], [-0.27, 0.02, 0.12], [0.00, -0.27, -0.01]]}

No. 6
{"formula": "C6H16", "method": "ωB97M-V/def2-TZVPD", "e_homo_ev": -10.68, "orbital_gap_ev": 11.812, "spin_multiplicity": 1, "relative_energy_kj_mol": 246.0, "e_lumo_ev": 1.13, "smiles": "CCC.CCC", "symbols": ["C", "C", "C", "H", "H", "H", "H", "H", "H", "H", "H", "C", "C", "C", "H", "H", "H", "H", "H", "H", "H", "H"], "coordinates": [[-2.166, -0.094, 0.123], [-1.942, -0.592, 1.573], [-0.697, -0.302, 2.480], [-2.040, -0.857, -0.592], [-3.135, 0.257, -0.097], [-1.496, 0.757, -0.126], [-2.251, -1.770, 1.427], [-2.655, -0.251, 2.203], [-0.062, 0.592, 2.193], [-0.174, -1.056, 2.928], [-1.079, -0.012, 3.554], [1.255, 1.465, -1.812], [2.033, 0.198, -1.782], [1.583, -0.739, -0.693], [0.230, 1.399, -1.414], [1.078, 1.871, -2.855], [1.538, 2.269, -1.125], [2.405, -0.290, -2.771], [2.998, 0.495, -1.410], [0.426, -0.773, -0.613], [1.842, -1.723, -0.922], [1.975, -0.515, 0.283]], "atomic_forces_ev_per_a": [[2.00, 1.51, 1.04], [0.75, -3.92, -1.64], [-1.72, 3.39, 1.03], [0.71, -0.99, -0.81], [-1.44, 0.50, 0.42], [-0.24, -0.52, 0.04], [1.29, 2.54, 1.03], [-2.89, 1.15, 1.29], [-0.57, -1.33, 0.00], [2.13, -2.68, -0.41], [-0.09, 0.35, -1.97], [-2.40, 1.76, -1.40], [2.30, -0.44, -0.24], [-3.16, 0.04, -0.16], [-0.05, -0.89, -0.42], [0.56, -0.17, 1.19], [1.06, -0.07, -0.42], [-1.68, 0.74, 1.37], [0.87, 0.28, -0.02], [1.81, 0.18, -0.04], [0.64, -1.78, -0.25], [0.12, 0.36, 0.38]]}

No. 7
{"formula": "C6H16", "method": "ωB97M-V/def2-TZVPD", "e_homo_ev": -10.77, "orbital_gap_ev": 11.818, "spin_multiplicity": 1, "relative_energy_kj_mol": 102.4, "e_lumo_ev": 1.04, "smiles": "CCC.CCC", "symbols": ["C", "C", "C", "H", "H", "H", "H", "H", "H", "H", "H", "C", "C", "C", "H", "H", "H", "H", "H", "H", "H", "H"], "coordinates": [[-1.831, 1.221, -0.048], [-1.727, 1.173, 1.475], [-0.645, 2.068, 2.142], [-0.822, 1.323, -0.448], [-2.411, 2.018, -0.510], [-2.282, 0.290, -0.399], [-2.655, 1.497, 1.945], [-1.520, 0.149, 1.776], [0.223, 1.410, 2.212], [-0.272, 2.823, 1.445], [-0.961, 2.520, 3.071], [1.355, -2.312, -0.109], [0.836, -1.308, -1.110], [1.756, -0.759, -2.182], [1.275, -2.072, 0.949], [0.760, -3.233, -0.169], [2.396, -2.635, -0.192], [0.273, -0.496, -0.633], [-0.057, -1.697, -1.622], [2.187, 0.239, -2.065], [1.451, -0.849, -3.230], [2.671, -1.368, -2.297]], "atomic_forces_ev_per_a": [[0.30, -0.22, 0.02], [-0.34, 1.08, 0.63], [0.58, -0.85, -1.76], [0.03, -0.22, -0.27], [-0.10, 0.29, 0.49], [0.20, 0.01, -0.15], [-0.40, -0.43, -0.20], [-0.23, -0.11, 0.06], [0.19, 0.23, 0.81], [-0.43, 0.37, 0.12], [0.16, -0.10, 0.22], [0.05, -1.34, 0.72], [-1.79, 0.98, -0.60], [2.04, -0.57, -0.98], [-0.19, 0.69, 0.02], [0.20, 0.03, -0.15], [-0.01, 0.28, -0.56], [0.80, 0.19, 0.41], [0.48, -0.66, -0.11], [-0.50, 0.12, 0.35], [-0.90, 0.32, 0.30], [-0.12, -0.11, 0.62]]}

No. 8
{"formula": "C6H16", "method": "ωB97M-V/def2-TZVPD", "e_homo_ev": -11.12, "orbital_gap_ev": 12.223, "spin_multiplicity": 1, "relative_energy_kj_mol": 25.3, "e_lumo_ev": 1.10, "smiles": "CC(C)C.CC", "symbols": ["C", "C", "C", "C", "H", "H", "H", "H", "H", "H", "H", "H", "H", "H", "C", "C", "H", "H", "H", "H", "H", "H"], "coordinates": [[-0.135, 0.051, -1.729], [0.760, -1.075, -1.186], [0.298, -1.588, 0.179], [0.934, -2.198, -2.183], [-1.035, -0.330, -2.219], [0.455, 0.637, -2.434], [-0.501, 0.697, -0.932], [1.729, -0.602, -1.014], [0.101, -0.796, 0.903], [-0.525, -2.292, 0.052], [1.112, -2.155, 0.654], [1.113, -1.820, -3.194], [1.763, -2.846, -1.905], [0.045, -2.834, -2.248], [-0.904, 2.153, 1.402], [-0.600, 2.120, 2.905], [-0.812, 3.147, 0.976], [-0.209, 1.485, 0.896], [-1.906, 1.764, 1.235], [0.450, 2.345, 3.103], [-1.146, 2.933, 3.399], [-0.987, 1.205, 3.340]], "atomic_forces_ev_per_a": [[-0.12, -0.38, 0.11], [-0.22, 0.76, 0.51], [0.77, -0.55, 0.02], [-0.04, -0.28, -0.30], [0.12, -0.10, -0.16], [-0.26, 0.13, -0.15], [0.23, 0.08, -0.05], [0.21, -0.05, -0.07], [-0.45, 0.04, -0.25], [-0.31, 0.26, 0.27], [-0.11, -0.11, -0.22], [0.12, 0.03, 0.10], [0.10, -0.06, -0.02], [-0.05, 0.14, 0.10], [0.26, -0.50, 0.53], [-0.58, 1.20, -0.26], [-0.01, 0.09, -0.06], [-0.01, 0.10, -0.16], [-0.12, 0.13, -0.21], [-0.01, -0.55, 0.11], [-0.03, -0.12, -0.02], [0.52, -0.26, 0.19]]}

Record-wise total energy values, in eV: -18783.882, -10555.992, -44118.447, -6479.572, -6481.204, -6479.108, -6480.597, -6481.396